# 1
This record from OMol25 describes a structure of composition C20H13Cl3I2NO6Rh. The level of theory is the ωB97M-V functional and the def2-TZVPD basis.

Energy above the lowest of the compared OMol25 structures with the same formula, charge and spin, eV: 1.391
Frontier orbital gap, eV: 6.33

ORCA input file:
```
! wB97M-V def2-TZVPD RIJCOSX def2/J DEFGRID3
* xyz 0 1
Rh 0.476 -1.503 -0.057
I 0.791 -1.710 5.039
C 2.281 -1.806 3.599
C 3.647 -1.817 3.966
C 4.634 -1.811 3.018
I 6.624 -1.755 3.638
C 4.297 -1.833 1.640
C 5.186 -1.763 0.552
C 4.706 -1.796 -0.734
C 3.331 -1.907 -0.953
N 2.472 -1.971 0.047
C 2.933 -1.896 1.323
C 1.915 -1.826 2.280
O 0.664 -1.772 1.829
H 3.904 -1.812 5.016
H 6.248 -1.667 0.737
H 5.376 -1.745 -1.579
H 2.921 -1.963 -1.954
C -4.671 1.810 0.583
C -4.050 1.903 -0.783
C -3.921 3.112 -1.444
C -3.322 3.174 -2.694
Cl -3.203 4.709 -3.512
C -2.817 2.040 -3.288
C -2.939 0.815 -2.639
C -3.575 0.748 -1.412
O -3.807 -0.415 -0.714
C -3.353 -1.650 -1.232
C -1.869 -1.786 -0.958
O -1.004 -1.430 -1.800
O -1.500 -2.219 0.180
H -5.003 2.790 0.923
H -3.952 1.414 1.301
H -5.523 1.130 0.579
H -4.286 4.020 -0.981
H -2.323 2.102 -4.248
H -2.500 -0.062 -3.089
H -3.556 -1.753 -2.300
H -3.881 -2.416 -0.672
Cl -0.050 3.046 1.266
C 1.204 2.637 0.075
Cl 0.692 3.051 -1.567
C 1.541 1.148 0.220
O 2.579 0.830 0.748
O 0.594 0.392 -0.263
H 2.088 3.214 0.315
*
```



# 2
This record from OMol25 describes a structure of composition C20H13FeN5S6Se. The level of theory is the ωB97M-V functional and the def2-TZVPD basis.

<S²>: 6.164
Energy above the lowest of the compared OMol25 structures with the same formula, charge and spin, eV: 0.321
Frontier orbital gap (spin up / spin down), eV: 7.14 / 5.13

ORCA input file:
```
! wB97M-V def2-TZVPD RIJCOSX def2/J DEFGRID3
* xyz 0 5
Fe -0.282 0.254 -0.089
S -3.264 6.832 -0.498
C -2.527 5.389 -0.358
S -1.489 4.721 -1.579
C -1.171 3.189 -0.815
C -1.796 2.990 0.426
S -1.598 1.595 1.344
S -2.795 4.301 0.969
S -0.173 2.049 -1.532
N -1.893 -2.584 0.039
C -1.328 -2.217 1.247
C -1.673 -2.984 2.369
C -1.118 -2.681 3.584
C -0.222 -1.618 3.672
C 0.042 -0.905 2.533
N -0.503 -1.180 1.325
C -1.604 -2.215 -1.269
C -2.001 -3.113 -2.266
C -1.749 -2.807 -3.579
C -1.086 -1.625 -3.878
C -0.725 -0.804 -2.839
N -1.001 -1.062 -1.542
H -2.449 -3.420 0.100
H -2.368 -3.806 2.258
H -1.375 -3.266 4.458
H 0.254 -1.342 4.601
H 0.711 -0.057 2.554
H -2.486 -4.040 -1.988
H -2.047 -3.492 -4.363
H -0.841 -1.346 -4.892
H -0.200 0.114 -3.038
Se 3.359 -1.851 1.664
N 1.668 0.537 0.528
C 2.427 1.433 1.293
C 2.211 2.799 1.167
C 2.861 3.702 1.990
C 3.733 3.238 2.975
C 3.956 1.886 3.113
C 3.325 0.951 2.268
N 3.635 -0.363 2.451
H 1.507 3.134 0.416
H 2.685 4.763 1.869
H 4.236 3.935 3.632
H 4.635 1.502 3.863
S 2.412 -1.058 -1.638
C 1.671 -0.166 -0.492
*
```



# 3
This record from OMol25 describes a structure of composition C20H13N3O7Rh. The level of theory is the ωB97M-V functional and the def2-TZVPD basis.

Frontier orbital gap (spin up / spin down), eV: 5.79 / 5.67

ORCA input file:
```
! wB97M-V def2-TZVPD RIJCOSX def2/J DEFGRID3
* xyz 1 1
Rh -0.166 0.221 -0.316
O -0.034 -0.074 5.862
C -0.152 0.045 4.544
C -1.371 0.269 3.900
C -1.402 0.402 2.532
N -0.285 0.319 1.799
C 0.880 0.054 2.407
C 0.995 -0.081 3.767
C 2.074 -0.123 1.505
O 3.136 -0.418 1.965
O 1.771 0.072 0.247
C -2.732 0.636 1.889
O -3.747 0.471 2.505
O -3.453 0.011 -0.302
H -0.880 0.028 6.318
H -2.301 0.330 4.451
H 1.965 -0.282 4.202
O 1.426 7.232 -0.169
C 0.140 6.924 0.076
O -0.622 7.767 0.451
C -0.298 5.498 -0.113
C -1.624 5.211 0.190
C -2.117 3.924 0.136
C -1.275 2.866 -0.234
C 0.026 3.177 -0.646
C 0.516 4.468 -0.561
N -1.654 1.528 -0.201
C -2.834 1.074 0.409
C -2.903 -1.199 -0.321
C -3.756 -2.299 -0.343
C -3.205 -3.559 -0.339
C -1.815 -3.705 -0.341
C -1.043 -2.576 -0.368
N -1.584 -1.336 -0.362
H 1.953 6.479 -0.457
H -2.264 6.035 0.474
H -3.160 3.751 0.360
H 0.661 2.389 -1.041
H 1.537 4.647 -0.877
H -3.611 1.833 0.412
H -4.821 -2.120 -0.348
H -3.848 -4.428 -0.327
H -1.350 -4.678 -0.317
H 0.038 -2.627 -0.398
*
```



# 4
This record from OMol25 describes the molecule C20H14Cl2N4O4. The level of theory is the ωB97M-V functional and the def2-TZVPD basis.

Frontier orbital gap, eV: 6.70

ORCA input file:
```
! wB97M-V def2-TZVPD RIJCOSX def2/J DEFGRID3
* xyz 0 1
N -2.997 -2.677 3.167
C -2.340 -1.839 2.680
C -1.470 -0.951 1.887
C -1.443 0.489 2.309
C -2.635 1.190 2.298
N -3.612 1.835 2.356
C -0.233 1.251 2.522
O -0.202 2.481 2.357
C 0.992 0.482 2.834
Cl 2.299 1.373 3.438
C 1.077 -0.847 2.531
Cl 2.452 -1.754 2.964
C -0.058 -1.627 2.011
O -0.001 -2.819 1.793
C -6.039 0.863 1.376
O -5.026 -0.095 0.949
C -5.262 -1.402 1.177
C -4.297 -2.291 0.672
N -3.057 -1.829 0.070
C -2.088 -0.992 0.545
N -1.462 -0.491 -0.549
C -0.644 0.710 -0.682
C -1.850 -1.194 -1.680
C -2.819 -2.045 -1.293
C -4.557 -3.661 0.677
O -3.631 -4.421 0.038
C -3.383 -5.765 0.506
C -5.640 -4.165 1.442
C -6.467 -3.279 2.127
C -6.361 -1.908 1.900
H -5.630 1.825 1.066
H -7.000 0.658 0.882
H -6.149 0.834 2.472
H -0.739 1.358 0.189
H 0.423 0.490 -0.850
H -1.042 1.271 -1.542
H -1.389 -1.043 -2.653
H -3.422 -2.755 -1.837
H -2.507 -6.073 -0.063
H -3.162 -5.753 1.585
H -4.239 -6.419 0.279
H -5.757 -5.243 1.561
H -7.203 -3.659 2.847
H -7.072 -1.220 2.350
*
```



# 5
This record from OMol25 describes the molecule C20H14ClN3O4S. The level of theory is the ωB97M-V functional and the def2-TZVPD basis.

SMILES string: O=C(Nc1ccc(-c2ccc(Cl)nc2)cc1)C1=C(O)c2ccccc2S(=O)(=O)N1
Energy above the lowest of the compared OMol25 structures with the same formula, charge and spin, eV: 0.000
Frontier orbital gap, eV: 7.64

ORCA input file:
```
! wB97M-V def2-TZVPD RIJCOSX def2/J DEFGRID3
* xyz 0 1
O 1.257 0.123 -1.564
O 0.035 -3.910 1.373
O 1.737 -3.814 3.130
Cl -6.422 7.319 -0.016
N -5.451 4.994 0.640
O 2.107 -2.225 -2.431
C 1.383 -0.282 -0.390
C 2.198 -2.588 -1.081
C 1.809 -1.667 -0.093
C -4.476 4.047 0.623
C -5.185 6.169 0.070
C -4.087 6.456 -0.742
C 3.833 -6.081 -1.282
C 3.797 -6.473 0.021
C 3.124 -4.895 -1.656
C -3.089 5.497 -0.713
C -0.863 3.643 -0.272
C -2.419 2.058 0.586
C 0.174 2.803 -0.117
C -1.364 1.136 0.779
C 2.998 -5.710 0.997
C 2.655 -3.983 -0.675
C -3.292 4.349 -0.048
C -2.198 3.327 0.073
C -0.044 1.418 0.355
C 2.568 -4.412 0.695
N 0.883 0.419 0.670
N 1.908 -1.962 1.328
S 1.415 -3.498 1.728
H 1.834 -1.252 -2.440
H -4.612 3.106 1.250
H -4.069 7.331 -1.390
H 4.491 -6.565 -1.997
H 4.153 -7.420 0.228
H 3.348 -4.538 -2.673
H -2.149 5.696 -1.340
H -0.576 4.706 -0.539
H -3.398 1.700 0.673
H 1.148 2.986 -0.332
H -1.619 0.261 1.324
H 2.795 -6.225 1.955
H 0.829 -0.158 1.532
H 2.832 -1.887 1.765
*
```



Please write out number 5 again, unchanged.
This record from OMol25 describes the molecule C20H14ClN3O4S. The level of theory is the ωB97M-V functional and the def2-TZVPD basis.

SMILES string: O=C(Nc1ccc(-c2ccc(Cl)nc2)cc1)C1=C(O)c2ccccc2S(=O)(=O)N1
Energy above the lowest of the compared OMol25 structures with the same formula, charge and spin, eV: 0.000
Frontier orbital gap, eV: 7.64

ORCA input file:
```
! wB97M-V def2-TZVPD RIJCOSX def2/J DEFGRID3
* xyz 0 1
O 1.257 0.123 -1.564
O 0.035 -3.910 1.373
O 1.737 -3.814 3.130
Cl -6.422 7.319 -0.016
N -5.451 4.994 0.640
O 2.107 -2.225 -2.431
C 1.383 -0.282 -0.390
C 2.198 -2.588 -1.081
C 1.809 -1.667 -0.093
C -4.476 4.047 0.623
C -5.185 6.169 0.070
C -4.087 6.456 -0.742
C 3.833 -6.081 -1.282
C 3.797 -6.473 0.021
C 3.124 -4.895 -1.656
C -3.089 5.497 -0.713
C -0.863 3.643 -0.272
C -2.419 2.058 0.586
C 0.174 2.803 -0.117
C -1.364 1.136 0.779
C 2.998 -5.710 0.997
C 2.655 -3.983 -0.675
C -3.292 4.349 -0.048
C -2.198 3.327 0.073
C -0.044 1.418 0.355
C 2.568 -4.412 0.695
N 0.883 0.419 0.670
N 1.908 -1.962 1.328
S 1.415 -3.498 1.728
H 1.834 -1.252 -2.440
H -4.612 3.106 1.250
H -4.069 7.331 -1.390
H 4.491 -6.565 -1.997
H 4.153 -7.420 0.228
H 3.348 -4.538 -2.673
H -2.149 5.696 -1.340
H -0.576 4.706 -0.539
H -3.398 1.700 0.673
H 1.148 2.986 -0.332
H -1.619 0.261 1.324
H 2.795 -6.225 1.955
H 0.829 -0.158 1.532
H 2.832 -1.887 1.765
*
```



Please write out number 3 again, unchanged.
This record from OMol25 describes a structure of composition C20H13N3O7Rh. The level of theory is the ωB97M-V functional and the def2-TZVPD basis.

Frontier orbital gap (spin up / spin down), eV: 5.79 / 5.67

ORCA input file:
```
! wB97M-V def2-TZVPD RIJCOSX def2/J DEFGRID3
* xyz 1 1
Rh -0.166 0.221 -0.316
O -0.034 -0.074 5.862
C -0.152 0.045 4.544
C -1.371 0.269 3.900
C -1.402 0.402 2.532
N -0.285 0.319 1.799
C 0.880 0.054 2.407
C 0.995 -0.081 3.767
C 2.074 -0.123 1.505
O 3.136 -0.418 1.965
O 1.771 0.072 0.247
C -2.732 0.636 1.889
O -3.747 0.471 2.505
O -3.453 0.011 -0.302
H -0.880 0.028 6.318
H -2.301 0.330 4.451
H 1.965 -0.282 4.202
O 1.426 7.232 -0.169
C 0.140 6.924 0.076
O -0.622 7.767 0.451
C -0.298 5.498 -0.113
C -1.624 5.211 0.190
C -2.117 3.924 0.136
C -1.275 2.866 -0.234
C 0.026 3.177 -0.646
C 0.516 4.468 -0.561
N -1.654 1.528 -0.201
C -2.834 1.074 0.409
C -2.903 -1.199 -0.321
C -3.756 -2.299 -0.343
C -3.205 -3.559 -0.339
C -1.815 -3.705 -0.341
C -1.043 -2.576 -0.368
N -1.584 -1.336 -0.362
H 1.953 6.479 -0.457
H -2.264 6.035 0.474
H -3.160 3.751 0.360
H 0.661 2.389 -1.041
H 1.537 4.647 -0.877
H -3.611 1.833 0.412
H -4.821 -2.120 -0.348
H -3.848 -4.428 -0.327
H -1.350 -4.678 -0.317
H 0.038 -2.627 -0.398
*
```



What did the second record say?
This record from OMol25 describes a structure of composition C20H13FeN5S6Se. The level of theory is the ωB97M-V functional and the def2-TZVPD basis.

<S²>: 6.164
Energy above the lowest of the compared OMol25 structures with the same formula, charge and spin, eV: 0.321
Frontier orbital gap (spin up / spin down), eV: 7.14 / 5.13

ORCA input file:
```
! wB97M-V def2-TZVPD RIJCOSX def2/J DEFGRID3
* xyz 0 5
Fe -0.282 0.254 -0.089
S -3.264 6.832 -0.498
C -2.527 5.389 -0.358
S -1.489 4.721 -1.579
C -1.171 3.189 -0.815
C -1.796 2.990 0.426
S -1.598 1.595 1.344
S -2.795 4.301 0.969
S -0.173 2.049 -1.532
N -1.893 -2.584 0.039
C -1.328 -2.217 1.247
C -1.673 -2.984 2.369
C -1.118 -2.681 3.584
C -0.222 -1.618 3.672
C 0.042 -0.905 2.533
N -0.503 -1.180 1.325
C -1.604 -2.215 -1.269
C -2.001 -3.113 -2.266
C -1.749 -2.807 -3.579
C -1.086 -1.625 -3.878
C -0.725 -0.804 -2.839
N -1.001 -1.062 -1.542
H -2.449 -3.420 0.100
H -2.368 -3.806 2.258
H -1.375 -3.266 4.458
H 0.254 -1.342 4.601
H 0.711 -0.057 2.554
H -2.486 -4.040 -1.988
H -2.047 -3.492 -4.363
H -0.841 -1.346 -4.892
H -0.200 0.114 -3.038
Se 3.359 -1.851 1.664
N 1.668 0.537 0.528
C 2.427 1.433 1.293
C 2.211 2.799 1.167
C 2.861 3.702 1.990
C 3.733 3.238 2.975
C 3.956 1.886 3.113
C 3.325 0.951 2.268
N 3.635 -0.363 2.451
H 1.507 3.134 0.416
H 2.685 4.763 1.869
H 4.236 3.935 3.632
H 4.635 1.502 3.863
S 2.412 -1.058 -1.638
C 1.671 -0.166 -0.492
*
```